The following is a quantum chemistry calculation of one molecule with the formula C5H8O2 in a non-equilibrium geometry, from OMol25.

Relative energy (zero: lowest compared OMol25 entry of this formula, charge and spin), kcal per mole: 98.5
HOMO, Eh: -0.3486
Structure (SMILES): O=C[C@@H]1CCOC1

```
15
C5H8O2 the ωB97M-V functional and the def2-TZVPD basis
O -2.2010 -1.8641 0.2333
C -1.3257 -1.1386 -0.2061
C -0.5953 -0.0367 0.5952
C -0.1990 1.1304 -0.2971
C 1.2022 0.7105 -0.8919
O 1.4960 -0.5517 -0.2829
C 0.6901 -0.7388 0.9668
H -1.0945 -1.0682 -1.2969
H -1.3300 -0.1020 1.3877
H -0.9819 1.2704 -0.6614
H -0.1834 2.0079 0.4188
H 1.0417 0.4975 -2.0839
H 1.8119 1.5227 -0.7920
H 1.0007 0.0726 1.7208
H 0.6681 -1.7120 1.1897
```